{
  "formula": "C14H27Cl14NO",
  "method": "wB97M-V/def2-TZVPD",
  "multiplicity": 1,
  "total_charge": 0,
  "e_homo_ha": -0.339,
  "gap_ev": 9.06,
  "largest_force_ev_per_a": 2.7,
  "de_lowest_kj_mol": 184.2,
  "symbols": ["Cl", "C", "C", "Cl", "H", "H", "H", "H", "Cl", "C", "C", "Cl", "H", "H", "H", "H", "Cl", "C", "C", "Cl", "H", "H", "H", "H", "Cl", "C", "C", "Cl", "H", "H", "H", "H", "Cl", "C", "C", "Cl", "H", "H", "H", "H", "C", "O", "N", "C", "C", "H", "H", "H", "H", "H", "H", "H", "C", "Cl", "Cl", "Cl", "Cl"],
  "positions_angstrom": [[2.561, 5.001, 5.312], [3.076, 3.396, 6.051], [4.615, 3.093, 5.976], [5.268, 3.016, 4.264], [2.366, 2.653, 5.690], [2.787, 3.573, 7.087], [4.684, 2.092, 6.401], [5.105, 3.913, 6.500], [-7.166, 1.310, -2.112], [-6.168, 2.319, -3.140], [-6.126, 3.789, -2.705], [-5.149, 4.112, -1.296], [-6.561, 2.272, -4.156], [-5.198, 1.831, -3.038], [-7.145, 4.134, -2.532], [-5.718, 4.439, -3.480], [-5.616, -2.640, 9.077], [-4.958, -2.726, 7.424], [-5.487, -1.644, 6.540], [-7.146, -2.007, 6.164], [-5.352, -3.669, 7.045], [-3.877, -2.759, 7.561], [-5.037, -1.610, 5.547], [-5.340, -0.631, 6.916], [-4.036, -9.986, -2.101], [-4.030, -8.222, -2.567], [-5.438, -7.587, -2.424], [-5.456, -5.970, -3.217], [-3.702, -8.207, -3.606], [-3.364, -7.738, -1.853], [-5.675, -7.470, -1.366], [-6.152, -8.236, -2.929], [3.639, 6.842, -2.994], [2.249, 6.611, -1.917], [1.931, 5.146, -1.784], [1.334, 4.488, -3.351], [1.473, 7.153, -2.457], [2.476, 7.102, -0.971], [1.117, 4.995, -1.075], [2.826, 4.667, -1.389], [7.649, -1.284, -5.093], [8.629, -1.942, -4.933], [7.130, -0.593, -4.112], [5.828, 0.027, -4.132], [7.681, -0.536, -2.811], [7.097, -1.230, -6.045], [5.329, 0.087, -3.165], [5.160, -0.534, -4.786], [6.034, 1.051, -4.443], [6.989, -1.013, -2.117], [8.679, -0.951, -2.673], [7.837, 0.509, -2.543], [-0.285, -2.096, 0.309], [-1.197, -3.375, 1.134], [-0.614, -2.081, -1.474], [-0.980, -0.668, 1.114], [1.422, -2.215, 0.675]]
}

---

{
  "formula": "C4H11NO2",
  "method": "wB97M-V/def2-TZVPD",
  "multiplicity": 1,
  "total_charge": 0,
  "e_homo_ha": -0.316,
  "gap_ev": 9.20,
  "largest_force_ev_per_a": 5.3,
  "de_lowest_kj_mol": 504.5,
  "symbols": ["C", "N", "C", "C", "C", "O", "H", "H", "H", "H", "H", "H", "H", "H", "H", "H", "H", "O"],
  "positions_angstrom": [[-1.086, 0.491, -1.024], [-0.269, -0.632, -0.621], [-0.192, -1.771, -1.471], [-0.082, -0.928, 0.851], [1.121, 0.064, 0.459], [1.385, 1.259, 0.765], [-1.911, 0.727, -0.232], [-0.299, 1.297, -1.138], [-1.736, 0.382, -1.896], [0.656, -1.765, -2.203], [-1.006, -1.721, -2.115], [-0.178, -2.607, -0.877], [0.511, -1.637, 1.449], [-0.794, -0.365, 1.422], [1.936, -0.824, 0.465], [1.363, 2.495, 2.181], [0.033, 2.533, 1.673], [0.548, 3.003, 2.311]]
}

---

{
  "formula": "C51H28I4N5S2Tc",
  "method": "wB97M-V/def2-TZVPD",
  "multiplicity": 2,
  "total_charge": 1,
  "e_homo_ha": [-0.376, -0.370],
  "gap_ev": [5.87, 5.56],
  "largest_force_ev_per_a": 0.5,
  "s2": 0.80,
  "symbols": ["Tc", "I", "C", "C", "C", "C", "C", "C", "C", "C", "C", "C", "C", "C", "C", "C", "C", "C", "I", "C", "C", "C", "N", "C", "C", "C", "C", "C", "C", "I", "C", "C", "C", "C", "C", "C", "N", "C", "C", "C", "C", "C", "N", "C", "C", "C", "C", "I", "C", "C", "C", "C", "N", "H", "H", "H", "H", "H", "H", "H", "H", "H", "H", "H", "H", "H", "H", "H", "H", "H", "H", "H", "H", "H", "H", "H", "H", "S", "C", "N", "C", "C", "C", "C", "C", "C", "S", "H", "H", "H", "H"],
  "positions_angstrom": [[-0.440, 0.236, -0.012], [5.708, -3.050, -6.964], [4.437, -2.312, -5.489], [4.715, -1.093, -4.889], [3.865, -0.605, -3.903], [2.743, -1.329, -3.520], [2.473, -2.550, -4.133], [3.319, -3.047, -5.117], [1.820, -0.796, -2.470], [2.136, -1.052, -1.138], [3.196, -1.923, -0.737], [2.989, -2.244, 0.563], [1.839, -1.523, 1.010], [1.258, -1.634, 2.274], [1.626, -2.764, 3.170], [0.602, -3.624, 3.567], [0.873, -4.744, 4.341], [2.179, -5.001, 4.732], [2.607, -6.711, 5.839], [3.204, -4.132, 4.383], [2.924, -3.020, 3.602], [0.356, -0.695, 2.767], [-0.150, 0.324, 2.019], [-0.547, 1.290, 2.900], [-0.942, 2.567, 2.525], [-1.163, 3.578, 3.604], [-2.368, 3.660, 4.289], [-2.544, 4.603, 5.295], [-1.505, 5.463, 5.614], [-1.763, 6.877, 7.121], [-0.293, 5.392, 4.938], [-0.128, 4.449, 3.933], [-1.136, 2.961, 1.211], [-1.816, 4.168, 0.847], [-2.086, 4.102, -0.477], [-1.531, 2.880, -0.975], [-0.895, 2.201, 0.066], [-1.614, 2.472, -2.297], [-0.923, 1.375, -2.805], [-0.648, 1.129, -4.196], [0.373, 0.241, -4.242], [0.698, -0.096, -2.883], [-0.169, 0.538, -2.029], [-2.402, 3.325, -3.237], [-3.787, 3.197, -3.289], [-4.534, 3.978, -4.162], [-3.888, 4.894, -4.980], [-5.003, 6.077, -6.283], [-2.508, 5.033, -4.937], [-1.769, 4.245, -4.064], [-0.387, 0.817, 4.246], [0.141, -0.426, 4.168], [1.357, -0.736, -0.034], [5.585, -0.523, -5.186], [4.079, 0.348, -3.432], [1.595, -3.117, -3.838], [3.105, -3.997, -5.590], [3.973, -2.289, -1.392], [3.565, -2.935, 1.159], [-0.417, -3.426, 3.247], [0.071, -5.408, 4.636], [4.214, -4.315, 4.723], [3.723, -2.327, 3.362], [-3.181, 2.986, 4.037], [-3.487, 4.662, 5.823], [0.516, 6.063, 5.192], [0.815, 4.389, 3.401], [-2.094, 4.945, 1.543], [-2.622, 4.819, -1.080], [-1.140, 1.621, -5.022], [0.885, -0.136, -5.115], [-4.286, 2.480, -2.645], [-5.610, 3.870, -4.203], [-2.010, 5.749, -5.576], [-0.691, 4.354, -4.023], [-0.640, 1.378, 5.135], [0.438, -1.078, 4.977], [-2.911, 0.127, 0.353], [-2.473, -1.522, 0.339], [-1.242, -1.769, -0.014], [-0.970, -3.150, -0.069], [0.185, -3.781, -0.516], [0.251, -5.163, -0.473], [-0.822, -5.925, -0.008], [-1.993, -5.310, 0.392], [-2.055, -3.921, 0.350], [-3.416, -2.901, 0.735], [1.008, -3.206, -0.909], [1.150, -5.659, -0.817], [-0.747, -7.005, 0.020], [-2.844, -5.894, 0.722]]
}

---

{
  "formula": "C8H54B2O43",
  "method": "wB97M-V/def2-TZVPD",
  "multiplicity": 1,
  "total_charge": -2,
  "e_homo_ha": -0.199,
  "gap_ev": 8.82,
  "largest_force_ev_per_a": 8.2,
  "symbols": ["O", "C", "O", "B", "O", "C", "O", "O", "C", "O", "C", "O", "O", "O", "C", "O", "B", "O", "C", "O", "O", "C", "O", "C", "O", "O", "O", "H", "H", "O", "H", "H", "O", "H", "H", "O", "H", "H", "O", "H", "H", "O", "H", "H", "O", "H", "H", "O", "H", "H", "O", "H", "H", "O", "H", "H", "O", "H", "H", "O", "H", "H", "O", "H", "H", "O", "H", "H", "O", "H", "H", "O", "H", "H", "O", "H", "H", "O", "H", "H", "O", "H", "H", "O", "H", "H", "O", "H", "H", "O", "H", "H", "O", "H", "H", "O", "H", "H", "O", "H", "H", "O", "H", "H", "O", "H", "H"],
  "positions_angstrom": [[2.879, 0.186, -3.399], [2.463, -0.952, -3.086], [1.788, -1.198, -2.043], [1.812, -2.660, -1.821], [2.365, -3.170, -3.070], [2.665, -2.192, -3.755], [3.170, -2.342, -4.825], [0.492, -3.270, -1.481], [0.617, -3.657, -0.292], [-0.362, -3.872, 0.425], [1.980, -3.537, 0.145], [2.661, -2.901, -0.662], [2.528, -3.956, 1.172], [0.254, 1.111, 3.336], [0.350, 0.662, 2.231], [-0.488, 0.978, 1.348], [-0.155, 0.155, 0.211], [0.737, -0.858, 0.701], [1.077, -0.539, 1.861], [1.737, -1.329, 2.534], [0.477, 0.976, -0.878], [-0.376, 0.965, -1.797], [-0.452, 1.857, -2.645], [-1.356, -0.026, -1.577], [-1.390, -0.441, -0.382], [-2.023, -0.531, -2.471], [1.995, 2.569, -4.202], [2.463, 1.770, -3.873], [1.789, 3.038, -3.417], [-2.522, 1.381, 4.126], [-2.368, 2.287, 3.853], [-1.678, 0.997, 4.148], [-3.041, -1.143, -4.886], [-2.409, -1.249, -4.214], [-3.873, -1.028, -4.457], [4.565, -1.590, 1.063], [4.948, -1.740, 0.215], [3.943, -0.905, 0.809], [-3.834, -1.699, 0.956], [-3.461, -2.175, 0.166], [-4.722, -1.560, 0.668], [-2.958, 2.234, -0.483], [-3.483, 3.030, -0.435], [-3.247, 1.697, 0.275], [3.377, 0.427, -0.374], [2.531, 0.068, -0.671], [3.330, 1.386, -0.486], [1.521, 3.312, 1.333], [1.513, 3.779, 2.176], [0.608, 3.261, 1.016], [-0.838, 3.714, 0.030], [-1.080, 4.622, 0.251], [-1.648, 3.333, -0.358], [4.106, -0.581, 4.008], [3.668, 0.006, 3.432], [3.974, -1.459, 3.695], [-0.403, 1.757, -5.432], [0.374, 2.034, -5.011], [-0.604, 2.400, -6.125], [-2.756, -3.111, -1.061], [-2.089, -2.487, -1.374], [-2.311, -3.596, -0.368], [-3.040, 1.696, -3.815], [-2.161, 1.932, -4.179], [-2.867, 0.766, -3.752], [-1.051, 4.331, -3.582], [-0.866, 3.386, -3.301], [-1.864, 4.261, -4.140], [0.209, -3.357, 3.467], [0.896, -2.794, 3.107], [0.514, -3.431, 4.349], [-1.917, 3.701, 2.569], [-1.487, 3.405, 1.787], [-2.813, 4.033, 2.420], [-0.288, -1.449, -4.545], [0.010, -0.584, -4.734], [0.152, -1.976, -5.202], [3.454, 1.705, 2.512], [3.959, 2.322, 3.018], [2.859, 2.238, 2.039], [4.030, -3.239, 3.446], [4.408, -4.084, 3.708], [3.424, -3.258, 2.725], [1.937, -0.476, 5.709], [2.576, -0.620, 5.019], [2.483, -0.465, 6.498], [-0.798, -0.817, 5.345], [0.179, -0.794, 5.344], [-1.115, -0.976, 4.432], [-3.703, 0.908, 1.631], [-3.554, -0.076, 1.482], [-3.018, 1.197, 2.180], [-1.803, -3.701, -3.835], [-1.677, -4.211, -3.029], [-1.560, -2.769, -3.726], [0.626, 2.658, 5.403], [-0.026, 3.324, 5.181], [0.594, 2.080, 4.617], [-1.710, -1.616, 2.834], [-1.071, -2.338, 2.759], [-2.284, -1.910, 2.108], [-4.620, -2.012, -2.686], [-4.763, -1.144, -2.349], [-3.895, -2.324, -2.201], [1.292, 3.974, -1.866], [0.971, 4.875, -1.979], [0.563, 3.418, -1.549]]
}

---

{
  "formula": "C5H12NO",
  "method": "wB97M-V/def2-TZVPD",
  "multiplicity": 2,
  "total_charge": 0,
  "e_homo_ha": [-0.222, -0.308],
  "gap_ev": [6.82, 9.13],
  "largest_force_ev_per_a": 6.5,
  "de_lowest_kj_mol": 287.9,
  "s2": 0.75,
  "symbols": ["C", "O", "C", "C", "C", "C", "N", "H", "H", "H", "H", "H", "H", "H", "H", "H", "H", "H", "H"],
  "positions_angstrom": [[-0.463, -1.161, 1.486], [-1.392, -1.104, 0.306], [-0.039, 0.325, 1.627], [1.167, 0.664, 0.783], [1.047, 0.282, -0.762], [-0.514, 1.061, -2.455], [-0.332, 0.433, -1.369], [-1.023, -1.533, 2.453], [0.382, -1.936, 1.316], [-1.732, -1.967, 0.111], [0.035, 0.595, 2.631], [-0.974, 0.559, 1.044], [1.724, 1.563, 0.776], [1.927, -0.052, 1.276], [1.766, 0.618, -1.663], [1.199, -0.858, -0.871], [-1.399, 1.724, -2.415], [-0.270, 0.583, -3.456], [-1.111, 0.203, -0.820]]
}